# 1
Formula: C30H64F3N14O22
Source: the OMol25 dataset
Level of theory: wB97M-V/def2-TZVPD

molecular weight = 1029.9 g mol⁻¹
multiplicity = 1
largest force on an atom = 0.0732 hartree/bohr
total charge = +1
frontier orbital gap = 8.403 eV

Atoms and positions in Å:
C  3.858  -0.049  2.925
C  2.356  0.219  3.062
C  1.965  1.521  2.353
C  0.566  2.001  2.795
C  -0.369  2.333  1.686
F  0.314  2.638  0.503
C  -1.355  1.235  1.205
C  -1.586  0.029  2.065
N  -2.556  1.985  0.750
N  -3.755  1.620  1.452
C  -4.323  2.648  2.280
O  -4.024  2.769  3.450
F  -5.145  3.509  1.690
C  -4.680  1.010  0.559
O  -5.542  1.556  -0.102
F  -4.532  -0.303  0.529
C  -2.180  3.340  0.891
N  -2.665  4.275  0.150
C  -3.632  4.068  -0.974
N  -3.109  3.164  -1.937
N  -1.293  3.446  1.870
C  -0.823  4.774  2.271
C  -0.158  5.634  1.170
C  1.172  6.240  1.608
C  2.346  5.321  1.240
C  2.754  5.445  -0.237
C  2.324  4.251  -1.087
C  3.149  4.101  -2.349
C  4.539  3.488  -2.106
O  4.799  3.106  -0.748
C  4.562  1.806  -0.442
C  3.529  1.022  -1.206
O  5.169  1.304  0.480
H  4.392  0.875  2.763
H  4.206  -0.516  3.834
H  4.068  -0.698  2.089
H  2.041  0.232  4.097
H  1.850  -0.565  2.511
H  2.052  1.338  1.291
H  2.686  2.277  2.626
H  0.706  2.867  3.427
H  0.152  1.247  3.445
H  -0.884  0.875  0.298
H  -1.889  0.282  3.073
H  -0.680  -0.555  2.087
H  -2.353  -0.613  1.659
H  -2.373  5.226  0.327
H  -4.596  3.782  -0.585
H  -3.740  5.043  -1.424
H  -2.735  3.631  -2.743
H  -3.768  2.451  -2.210
H  -1.695  5.304  2.634
H  -0.155  4.720  3.114
H  -0.816  6.485  0.991
H  -0.053  5.132  0.218
H  1.152  6.520  2.655
H  1.292  7.156  1.042
H  2.053  4.303  1.474
H  3.185  5.606  1.861
H  2.292  6.341  -0.633
H  3.830  5.532  -0.284
H  2.403  3.352  -0.494
H  1.281  4.353  -1.371
H  2.609  3.483  -3.055
H  3.275  5.058  -2.838
H  4.740  2.668  -2.776
H  5.284  4.233  -2.346
H  2.541  1.452  -1.107
H  3.554  0.009  -0.863
H  3.740  0.988  -2.264
C  -5.459  -1.282  -2.922
N  -4.966  -0.506  -4.091
O  -4.558  0.628  -3.896
O  -5.000  -1.051  -5.161
H  -5.368  -0.670  -2.033
H  -6.496  -1.536  -3.117
H  -4.849  -2.176  -2.846
C  1.517  -2.346  -3.285
N  2.649  -1.384  -3.323
O  2.580  -0.451  -4.095
O  3.576  -1.600  -2.572
H  0.773  -2.032  -4.006
H  1.920  -3.321  -3.542
H  1.113  -2.342  -2.276
C  -2.132  -3.765  3.443
N  -0.802  -3.601  2.799
O  -0.073  -4.562  2.796
O  -0.532  -2.514  2.319
H  -2.197  -4.786  3.802
H  -2.197  -3.051  4.259
H  -2.887  -3.561  2.687
C  7.098  -2.666  5.614
N  5.639  -2.742  5.333
O  4.974  -1.744  5.517
O  5.212  -3.800  4.935
H  7.330  -1.666  5.959
H  7.321  -3.406  6.376
H  7.619  -2.893  4.689
C  -10.307  -1.526  -4.226
N  -8.952  -2.139  -4.150
O  -8.106  -1.746  -4.925
O  -8.782  -2.995  -3.311
H  -10.304  -0.785  -5.016
H  -11.012  -2.323  -4.438
H  -10.513  -1.073  -3.262
C  -2.729  -8.485  5.276
N  -2.355  -7.156  5.832
O  -1.743  -7.124  6.867
O  -2.693  -6.174  5.192
H  -2.362  -9.251  5.947
H  -3.811  -8.512  5.201
H  -2.268  -8.569  4.295
C  5.328  -3.767  -5.298
N  4.163  -4.005  -6.196
O  3.048  -3.928  -5.715
O  4.404  -4.260  -7.348
H  4.961  -3.551  -4.302
H  5.933  -4.668  -5.306
H  5.882  -2.926  -5.702
C  0.770  -7.242  1.462
N  0.626  -8.713  1.640
O  1.529  -9.422  1.267
O  -0.403  -9.098  2.158
H  1.726  -7.039  0.995
H  -0.051  -6.910  0.835
H  0.713  -6.791  2.445
C  0.346  1.719  -6.022
N  1.107  2.991  -5.886
O  1.301  3.644  -6.881
O  1.493  3.284  -4.769
H  0.075  1.591  -7.062
H  0.994  0.916  -5.681
H  -0.536  1.799  -5.394

Results of the Löwdin charge analysis, in e, for atoms 1 through 2: number 1, C, carries -0.08; number 2, C, carries -0.23

# 2
Formula: C30H64N3O37S9
Source: the OMol25 dataset
Level of theory: wB97M-V/def2-TZVPD

molecular weight = 1347.4 g mol⁻¹
multiplicity = 1
largest force on an atom = 0.0232 hartree/bohr
total charge = +1
frontier orbital gap = 9.360 eV

Atoms and positions in Å:
C  -1.272  3.731  0.849
C  -1.062  3.224  -0.578
C  -0.662  1.741  -0.613
C  -1.868  0.787  -0.563
O  -1.744  -0.222  -1.581
C  -0.707  -1.118  -1.301
C  -1.203  -2.191  -0.321
N  -0.245  -3.332  -0.394
C  -0.278  -4.234  0.852
N  0.818  -4.016  1.733
C  0.644  -2.914  2.690
C  -0.604  -4.093  -1.637
C  -0.761  -3.144  -2.847
C  -0.118  -1.778  -2.578
C  -0.148  -0.812  -3.766
N  -0.126  -1.487  -5.075
H  -2.130  3.228  1.301
H  -1.524  4.792  0.829
H  -0.387  3.556  1.460
H  -1.994  3.312  -1.140
H  -0.269  3.806  -1.051
H  -0.148  1.535  -1.554
H  -0.036  1.493  0.247
H  -1.973  0.342  0.432
H  -2.791  1.316  -0.799
H  0.133  -0.611  -0.803
H  -1.321  -1.803  0.687
H  -2.174  -2.547  -0.669
H  0.705  -2.959  -0.423
H  -1.226  -4.090  1.366
H  -0.234  -5.255  0.472
H  1.688  -3.905  1.225
H  1.600  -2.692  3.160
H  -0.046  -3.207  3.480
H  0.312  -1.988  2.208
H  -1.575  -4.539  -1.423
H  0.123  -4.879  -1.821
H  -1.803  -3.075  -3.160
H  -0.228  -3.638  -3.656
H  0.935  -1.988  -2.347
H  0.740  -0.171  -3.677
H  -1.005  -0.144  -3.720
H  0.404  -0.916  -5.723
H  0.372  -2.370  -5.038
C  0.442  -6.470  4.800
C  -0.034  -5.450  5.814
O  -0.146  -6.201  7.034
S  0.975  -7.337  7.069
O  2.088  -6.876  7.821
O  0.343  -8.570  7.374
O  1.367  -7.290  5.527
H  -0.380  -7.102  4.454
H  0.937  -6.012  3.952
H  -0.995  -5.011  5.558
H  0.702  -4.659  5.963
C  -5.662  2.816  -4.671
C  -4.183  3.108  -4.819
O  -4.027  4.415  -4.257
S  -5.053  4.632  -3.071
O  -4.384  4.406  -1.835
O  -5.794  5.822  -3.276
O  -5.994  3.375  -3.392
H  -6.255  3.318  -5.437
H  -5.886  1.753  -4.677
H  -3.837  3.109  -5.848
H  -3.586  2.406  -4.231
C  -0.342  8.318  -2.201
C  -0.455  7.069  -1.356
O  -1.818  6.651  -1.510
S  -2.320  7.021  -2.983
O  -2.207  5.879  -3.818
O  -3.541  7.730  -2.859
O  -1.148  8.034  -3.357
H  -0.763  9.185  -1.689
H  0.681  8.530  -2.498
H  -0.231  7.254  -0.310
H  0.194  6.273  -1.729
C  -6.996  8.061  -0.473
C  -5.514  8.360  -0.478
O  -5.419  9.661  0.128
S  -6.560  9.831  1.230
O  -6.028  9.547  2.516
O  -7.250  11.044  0.976
O  -7.460  8.591  0.780
H  -7.513  8.579  -1.282
H  -7.211  6.997  -0.527
H  -5.091  8.373  -1.474
H  -4.962  7.650  0.142
C  -1.029  -6.451  -7.285
C  -0.143  -7.586  -6.812
O  0.809  -6.936  -5.943
S  0.117  -5.721  -5.204
O  -0.294  -6.122  -3.901
O  0.937  -4.570  -5.369
O  -1.168  -5.610  -6.120
H  -0.556  -5.867  -8.075
H  -2.008  -6.785  -7.616
H  0.380  -8.087  -7.621
H  -0.698  -8.318  -6.225
C  6.091  -4.136  4.264
C  5.452  -2.832  3.830
O  4.073  -3.188  3.600
S  3.637  -4.337  4.623
O  2.956  -3.746  5.719
O  3.051  -5.391  3.872
O  5.088  -4.765  5.085
H  6.298  -4.789  3.415
H  6.999  -3.992  4.842
H  5.885  -2.424  2.921
H  5.486  -2.082  4.621
C  5.393  -0.912  -2.914
C  4.126  -1.735  -3.019
O  3.795  -2.038  -1.650
S  4.241  -0.820  -0.706
O  3.113  0.007  -0.453
O  5.010  -1.347  0.362
O  5.181  -0.089  -1.754
H  6.269  -1.537  -2.739
H  5.563  -0.283  -3.783
H  4.260  -2.656  -3.578
H  3.306  -1.158  -3.453
C  3.885  10.089  -4.793
C  4.751  10.822  -3.790
O  4.587  10.067  -2.578
S  4.397  8.523  -2.920
O  5.632  7.841  -2.793
O  3.238  8.058  -2.241
O  4.075  8.701  -4.473
H  2.829  10.332  -4.667
H  4.180  10.271  -5.822
H  4.440  11.849  -3.628
H  5.805  10.799  -4.071
C  1.054  -6.885  10.676
C  0.022  -7.992  10.735
O  0.026  -8.393  12.114
S  0.327  -7.135  13.049
O  -0.893  -6.600  13.539
O  1.383  -7.479  13.931
O  0.873  -6.163  11.905
H  2.069  -7.284  10.656
H  0.914  -6.215  9.836
H  0.268  -8.837  10.099
H  -0.976  -7.626  10.485

Results of the Löwdin charge analysis, in e, for atoms 1 through 2: number 1, C, carries -0.09; number 2, C, carries -0.24

# 3
Formula: C30H64N6NiO6
Source: the OMol25 dataset
Level of theory: wB97M-V/def2-TZVPD

molecular weight = 663.6 g mol⁻¹
multiplicity = 4
largest force on an atom = 0.0885 hartree/bohr
total charge = +1
frontier orbital gap (alpha / beta) = 6.196 / 4.718 eV

Atoms and positions in Å:
Ni  -4.511  18.708  -30.892
C  -7.174  21.010  -27.167
C  -6.193  19.812  -27.361
C  -6.045  19.143  -25.911
C  -7.222  18.189  -25.433
C  -7.330  17.177  -26.580
C  -7.537  17.698  -28.035
N  -6.546  18.754  -28.378
O  -6.359  19.157  -29.779
C  -8.988  18.321  -28.099
C  -7.472  16.484  -28.992
C  -4.788  20.450  -27.748
H  -7.540  21.221  -28.172
H  -6.594  21.873  -26.837
H  -8.100  20.842  -26.618
H  -6.075  20.020  -25.264
H  -5.053  18.706  -25.803
H  -8.034  18.898  -25.271
H  -7.134  17.735  -24.446
H  -8.192  16.611  -26.227
H  -6.407  16.597  -26.589
H  -9.212  18.870  -29.013
H  -9.402  18.942  -27.305
H  -9.678  17.477  -28.100
H  -7.546  15.530  -28.470
H  -6.560  16.334  -29.570
H  -8.354  16.473  -29.633
H  -3.994  19.705  -27.686
H  -4.504  21.266  -27.084
H  -4.713  20.889  -28.743
C  -5.493  19.501  -36.112
C  -4.623  20.286  -35.059
C  -4.348  21.596  -35.913
C  -5.460  22.654  -35.752
C  -5.590  22.983  -34.257
C  -6.007  21.779  -33.363
N  -5.178  20.571  -33.701
O  -5.280  19.530  -32.784
C  -7.556  21.337  -33.450
C  -5.778  22.378  -31.954
C  -3.325  19.526  -34.922
H  -6.141  18.867  -35.507
H  -5.001  18.860  -36.843
H  -6.206  20.186  -36.571
H  -4.370  21.531  -37.001
H  -3.394  21.986  -35.560
H  -6.427  22.391  -36.182
H  -5.219  23.572  -36.287
H  -6.388  23.723  -34.324
H  -4.714  23.485  -33.847
H  -7.820  20.970  -34.442
H  -8.297  22.099  -33.208
H  -7.807  20.503  -32.796
H  -6.182  23.390  -31.919
H  -4.739  22.666  -31.795
H  -6.131  21.811  -31.093
H  -2.695  19.459  -35.809
H  -3.459  18.483  -34.634
H  -2.706  20.004  -34.162
C  -5.776  16.357  -32.519
O  -4.960  16.720  -31.684
N  -5.554  15.489  -33.488
C  -6.473  15.188  -34.565
C  -4.325  14.657  -33.467
H  -6.816  16.691  -32.657
H  -6.854  14.179  -34.409
H  -6.069  15.292  -35.573
H  -7.271  15.930  -34.604
H  -4.373  13.668  -33.010
H  -3.899  14.495  -34.457
H  -3.568  15.168  -32.872
C  -1.585  17.647  -32.561
O  -2.661  17.878  -31.905
N  -0.535  16.992  -32.019
C  0.627  16.765  -32.842
C  -0.538  16.421  -30.678
H  -1.431  17.971  -33.602
H  1.636  16.816  -32.433
H  0.775  17.466  -33.664
H  0.392  15.815  -33.322
H  0.365  16.836  -30.230
H  -1.365  16.715  -30.031
H  -0.649  15.337  -30.705
C  -3.709  16.847  -27.930
O  -3.816  17.433  -29.019
N  -3.350  15.580  -27.719
C  -3.316  15.095  -26.289
C  -3.493  14.635  -28.984
H  -4.054  17.322  -26.998
H  -3.335  14.012  -26.414
H  -4.185  15.400  -25.706
H  -2.404  15.332  -25.741
H  -2.814  13.788  -29.075
H  -4.502  14.249  -28.838
H  -3.433  15.023  -30.001
C  -2.422  21.136  -30.357
O  -3.048  20.063  -30.317
N  -1.266  21.321  -29.756
C  -0.608  22.608  -30.145
C  -0.460  20.318  -28.978
H  -2.728  21.979  -30.996
H  -0.676  23.387  -29.385
H  -0.931  23.097  -31.064
H  0.471  22.459  -30.182
H  0.158  20.844  -28.251
H  -1.090  19.554  -28.522
H  0.304  19.923  -29.647

Results of the Löwdin charge analysis, in e, for atoms 1 through 2: number 1, Ni, carries 0.72; number 2, C, carries -0.05

# 4
Formula: C30H64N8O5PS
Source: the OMol25 dataset
Level of theory: wB97M-V/def2-TZVPD

molecular weight = 679.9 g mol⁻¹
multiplicity = 3
largest force on an atom = 0.0107 hartree/bohr
total charge = +1
frontier orbital gap (alpha / beta) = 4.951 / 6.237 eV

Atoms and positions in Å:
C  1.973  -0.058  4.077
C  0.670  -0.734  3.728
N  -0.396  -0.335  4.281
C  0.786  -1.896  2.743
C  -0.456  -2.214  1.859
C  -1.590  -2.991  2.566
C  -1.203  -4.018  3.646
N  -1.355  -3.426  4.969
C  0.123  -2.979  0.685
C  0.400  -4.442  0.656
S  -0.069  -5.276  -0.873
O  0.005  -6.669  -0.596
O  -1.241  -4.609  -1.355
N  0.359  -2.190  -0.298
C  -0.052  -0.776  -0.102
C  1.132  0.167  0.059
C  0.865  1.659  -0.387
N  2.147  2.327  -0.415
N  0.042  2.379  0.569
N  0.220  1.775  -1.673
C  -0.966  -0.941  1.131
P  -2.679  -0.896  0.472
O  -2.812  0.261  -0.442
H  2.774  -0.261  3.367
H  2.302  -0.392  5.064
H  1.816  1.017  4.147
H  -1.224  -0.872  4.031
H  1.090  -2.787  3.302
H  1.632  -1.668  2.090
H  -2.246  -2.279  3.068
H  -2.205  -3.469  1.795
H  -1.887  -4.864  3.578
H  -0.196  -4.421  3.470
H  -1.351  -4.139  5.689
H  -0.594  -2.795  5.194
H  1.448  -4.663  0.877
H  -0.207  -4.955  1.401
H  0.956  -4.961  -1.708
H  0.790  -2.481  -1.168
H  -0.630  -0.478  -0.980
H  1.996  -0.202  -0.503
H  1.428  0.200  1.110
H  2.679  2.100  -1.245
H  2.699  2.076  0.403
H  0.543  2.564  1.429
H  -0.822  1.899  0.794
H  0.512  1.072  -2.341
H  -0.791  1.756  -1.601
H  -0.917  -0.063  1.776
H  -2.895  -2.159  -0.120
H  -3.525  -0.885  1.592
C  4.127  4.158  1.625
C  5.450  3.476  1.931
C  5.907  3.803  3.357
C  7.074  2.943  3.826
C  6.751  1.456  3.702
C  6.285  1.039  2.298
N  5.204  1.985  1.853
O  4.009  1.608  2.141
C  7.458  1.018  1.315
C  5.692  -0.367  2.337
C  6.473  3.931  0.889
H  3.372  3.889  2.359
H  4.242  5.242  1.625
H  3.781  3.845  0.642
H  5.058  3.646  4.030
H  6.159  4.865  3.398
H  7.984  3.185  3.271
H  7.290  3.170  4.871
H  7.631  0.856  3.951
H  5.970  1.193  4.421
H  7.103  0.895  0.290
H  8.094  0.168  1.560
H  8.079  1.906  1.358
H  4.909  -0.452  3.087
H  6.489  -1.070  2.578
H  5.274  -0.635  1.365
H  6.388  5.013  0.783
H  6.268  3.481  -0.083
H  7.502  3.718  1.160
C  -3.904  -1.493  -4.140
C  -5.122  -0.579  -4.058
C  -4.685  0.844  -3.694
C  -5.818  1.859  -3.813
C  -6.444  1.828  -5.205
C  -6.894  0.429  -5.656
N  -5.763  -0.534  -5.412
O  -4.930  -0.628  -6.382
C  -8.172  -0.001  -4.933
C  -7.186  0.428  -7.153
C  -6.052  -1.166  -2.991
H  -3.175  -1.140  -4.864
H  -3.438  -1.515  -3.150
H  -4.187  -2.510  -4.414
H  -3.875  1.134  -4.371
H  -4.273  0.832  -2.681
H  -6.577  1.681  -3.046
H  -5.425  2.859  -3.622
H  -7.314  2.488  -5.246
H  -5.721  2.207  -5.933
H  -8.387  -1.053  -5.125
H  -9.000  0.591  -5.323
H  -8.144  0.157  -3.859
H  -6.346  0.809  -7.727
H  -8.056  1.062  -7.334
H  -7.409  -0.579  -7.503
H  -5.443  -1.436  -2.126
H  -6.545  -2.069  -3.354
H  -6.813  -0.479  -2.636

Results of the Löwdin charge analysis, in e, for atoms 1 through 2: number 1, C, carries -0.03; number 2, C, carries -0.40